Density functional theory data (ωB97M-V/def2-TZVPD) for a cluster of 9 separate species, C29H64B2F6IN16O19PS in total.

Each atom is followed by the atoms it is bonded to, with distances in Å.
CARTESIAN COORDINATES (ANGSTROEM)
1 H -3.636 -3.357 -3.272  C111 1.190
2 O 6.491 -1.793 4.664  C102 1.221
3 O -1.723 -1.819 -4.371  H58 1.005, B108 1.508
4 H 4.720 -2.434 6.270  N124 1.011
5 H 1.519 -9.412 -5.708  N84 1.006
6 H 6.997 1.807 2.421  N61 1.011
7 H -0.186 -9.130 -5.907  N84 1.011
8 C 0.696 -3.610 1.484  B9 1.636, H72 1.174, H107 1.195, C134 1.673
9 B 0.150 -2.336 0.616  C8 1.636, C90 1.629, O133 1.510
10 H -8.366 3.424 1.393  N46 1.006
11 C 2.470 4.884 3.909  O24 1.495, O48 1.335, C53 1.664
12 H 9.154 0.324 -1.354  N91 1.011
13 N 1.800 -7.925 -3.741  C57 1.346, H79 1.006, H88 1.011
14 C -3.388 3.865 -4.818  O26 1.221, N41 1.346, N115 1.346
15 C 6.474 1.483 0.498  N61 1.346, N75 1.346, O137 1.221
16 O -2.789 -5.779 0.268  C130 1.362
17 F 1.250 1.763 0.937  C32 1.512
18 H 1.925 -1.375 0.133  O133 1.020
19 H -8.825 0.645 -0.665  N31 1.011
20 H -4.938 4.244 -6.055  N115 1.011
21 C 6.502 5.895 -0.250  N38 1.346, O43 1.221, N68 1.346
22 C -7.792 1.506 0.842  N31 1.346, N46 1.346, O47 1.221
23 H 1.583 -2.029 -1.928  C67 1.194
24 O 3.906 5.278 3.769  C11 1.495, H65 1.008
25 O -1.188 1.159 -0.584  C33 1.421, S94 1.637
26 O -3.968 3.053 -4.114  C14 1.221
27 H 10.410 0.287 -2.559  N91 1.006
28 H -1.960 -4.449 1.734  C130 1.175
29 F 3.212 2.716 2.881  C53 1.476
30 H -8.544 2.772 3.581  N59 1.011
31 N -8.748 1.483 -0.105  H19 1.011, C22 1.346, H76 1.006
32 C 0.359 1.713 2.157  F17 1.512, C73 1.612, F98 1.512, C120 1.624
33 C -1.801 0.516 0.525  O25 1.421, C73 1.673, C119 1.601, C132 1.694
34 H 3.610 -1.169 5.829  N124 1.006
35 H 7.198 7.582 -1.114  N38 1.011
36 C -1.473 -1.614 3.694  H64 1.172, P74 1.850, H128 1.194, H138 1.194
37 O -0.410 -7.562 -4.005  C57 1.221
38 N 6.845 6.654 -1.306  C21 1.346, H35 1.011, H56 1.006
39 H -4.801 -0.710 3.475  C55 1.169
40 H -4.936 2.782 -2.079  C131 1.170
41 N -2.106 4.223 -4.617  C14 1.346, H49 1.011, H116 1.006
42 F 2.075 2.635 4.985  C53 1.493
43 O 6.600 6.281 0.904  C21 1.221
44 H 8.332 -0.974 -5.062  N69 1.011
45 O -3.910 1.249 -0.860  C131 1.499, C132 1.477
46 N -7.744 2.649 1.550  H10 1.006, C22 1.346, H93 1.011
47 O -7.032 0.571 1.040  C22 1.221
48 O 1.602 5.829 4.281  C11 1.335
49 H -1.620 3.789 -3.844  N41 1.011
50 N -7.854 3.338 6.629  C66 1.346, H83 1.011, H135 1.006
51 H -1.772 -4.104 -1.495  C82 1.195
52 F -0.377 3.633 3.841  C120 1.465
53 C 2.084 3.288 3.643  C11 1.664, F29 1.476, F42 1.493, C120 1.674
54 H -5.077 -1.243 1.680  C55 1.193
55 C -4.506 -1.524 2.689  H39 1.169, H54 1.193, P74 1.879, H123 1.194
56 H 6.768 6.344 -2.260  N38 1.006
57 C 0.620 -8.111 -4.361  N13 1.346, O37 1.221, N84 1.346
58 H -2.180 -1.090 -4.890  O3 1.005
59 N -8.665 3.079 4.536  H30 1.011, C66 1.346, H78 1.006
60 I 1.680 -5.116 -1.751  C114 2.234
61 N 6.246 1.913 1.753  H6 1.011, C15 1.346, H112 1.006
62 H 5.770 4.063 0.184  N68 1.011
63 O -2.045 1.428 2.910  C73 1.364
64 H -0.340 -1.439 3.446  C36 1.172
65 H 4.193 5.224 2.804  O24 1.008
66 C -7.626 2.909 5.374  N50 1.346, N59 1.346, O127 1.221
67 C 0.539 -2.168 -2.491  H23 1.194, H105 1.199, C114 1.623, C121 1.614
68 N 6.042 4.673 -0.575  C21 1.346, H62 1.011, H125 1.006
69 N 8.990 -0.609 -4.386  H44 1.011, H80 1.006, C110 1.346
70 O 7.367 -0.559 -2.821  C110 1.221
71 H 4.560 2.066 -0.062  N75 1.006
72 H 0.483 -4.670 1.026  C8 1.174
73 C -1.151 1.211 1.902  C32 1.612, C33 1.673, O63 1.364
74 P -2.678 -1.706 2.294  C36 1.850, C55 1.879, C119 1.911
75 N 5.435 1.654 -0.340  C15 1.346, H71 1.006, H117 1.011
76 H -9.378 2.248 -0.275  N31 1.006
77 H 0.563 -3.238 -5.244  C106 1.194
78 H -9.540 3.491 4.814  N59 1.006
79 H 2.654 -8.373 -4.028  N13 1.006
80 H 9.944 -0.449 -4.663  N69 1.006
81 H -3.504 5.148 -6.447  N115 1.006
82 C -2.124 -3.434 -0.569  H51 1.195, C90 1.636, H126 1.196, C130 1.639
83 H -7.103 3.232 7.297  N50 1.011
84 N 0.675 -8.956 -5.408  H5 1.006, H7 1.011, C57 1.346
85 N 5.056 -0.151 4.087  H86 1.011, H95 1.006, C102 1.346
86 H 5.716 0.189 3.401  N85 1.011
87 H -4.029 0.846 1.323  C132 1.166
88 H 1.812 -7.298 -2.948  N13 1.011
89 H -3.085 2.408 0.731  C132 1.194
90 C -1.189 -2.122 -0.287  B9 1.629, C82 1.636, C119 1.680, C121 1.648
91 N 9.453 0.122 -2.298  H12 1.011, H27 1.006, C110 1.346
92 H -5.216 -2.518 -2.677  C111 1.193
93 H -7.042 2.716 2.274  N46 1.011
94 S -0.378 0.338 -1.745  O25 1.637, O99 1.581, O118 1.585, C121 1.918
95 H 4.175 0.320 4.200  N85 1.006
96 H -3.331 3.375 -1.227  C131 1.180
97 O -3.413 -1.254 -2.610  B108 1.483, C111 1.500
98 F 1.021 0.689 3.051  C32 1.512
99 O 1.191 0.535 -1.766  S94 1.581
100 H -3.173 -1.157 -0.032  C119 1.202
101 H 2.303 -2.479 2.654  C134 1.194
102 C 5.418 -1.228 4.809  O2 1.221, N85 1.346, N124 1.346
103 H -0.547 -4.145 -3.285  C114 1.168
104 F 0.669 4.188 1.770  C120 1.511
105 H 0.699 -1.502 -3.475  C67 1.199
106 C 1.335 -3.714 -4.468  H77 1.194, C114 1.676, H122 1.173, H139 1.175
107 H 0.092 -3.594 2.515  C8 1.195
108 B -1.992 -1.551 -2.912  O3 1.508, O97 1.483, C121 1.680
109 H -4.907 3.143 -0.215  C131 1.193
110 C 8.527 -0.361 -3.147  N69 1.346, O70 1.221, N91 1.346
111 C -4.216 -2.318 -3.295  H1 1.190, H92 1.193, O97 1.500, H113 1.172
112 H 5.378 2.327 2.048  N61 1.006
113 H -4.468 -2.058 -4.410  C111 1.172
114 C 0.500 -3.703 -3.015  I60 2.234, C67 1.623, H103 1.168, C106 1.676
115 N -3.974 4.479 -5.862  C14 1.346, H20 1.011, H81 1.006
116 H -1.620 4.890 -5.192  N41 1.006
117 H 5.556 1.347 -1.295  N75 1.011
118 O -0.802 0.968 -3.136  S94 1.585
119 C -2.145 -1.046 0.581  C33 1.601, P74 1.911, C90 1.680, H100 1.202
120 C 0.607 3.152 2.868  C32 1.624, F52 1.465, C53 1.674, F104 1.511
121 C -0.761 -1.541 -1.769  C67 1.614, C90 1.648, S94 1.918, B108 1.680
122 H 1.547 -4.812 -4.821  C106 1.173
123 H -5.015 -2.544 3.044  C55 1.194
124 N 4.496 -1.628 5.703  H4 1.011, H34 1.006, C102 1.346
125 H 5.958 4.347 -1.523  N68 1.006
126 H -3.266 -3.178 -0.818  C82 1.196
127 O -6.569 2.407 5.026  C66 1.221
128 H -1.509 -2.630 4.320  C36 1.194
129 H 2.601 -4.339 2.695  C134 1.194
130 C -2.269 -4.567 0.607  O16 1.362, H28 1.175, C82 1.639
131 C -4.278 2.679 -1.117  H40 1.170, O45 1.499, H96 1.180, H109 1.193
132 C -3.322 1.262 0.495  C33 1.694, O45 1.477, H87 1.166, H89 1.194
133 O 1.117 -1.182 0.725  B9 1.510, H18 1.020
134 C 2.292 -3.451 1.960  C8 1.673, H101 1.194, H129 1.194, H136 1.169
135 H -8.722 3.752 6.924  N50 1.006
136 H 3.029 -3.324 1.061  C134 1.169
137 O 7.531 0.982 0.150  C15 1.221
138 H -1.814 -0.778 4.475  C36 1.194
139 H 2.285 -3.023 -4.426  C106 1.175

LUMO (eV): -1.444
Max |F| (eV Å⁻¹): 9.4
Orbital gap (Ha): 0.22165
Electronic energy (Eh): -5134.98791